Formula: C3H9N4
Source: the OMol25 dataset
Level of theory: ωB97M-V/def2-TZVPD

```
16
C3H9N4 (ωB97M-V/def2-TZVPD)
N -1.310 0.388 -0.585
N 1.451 0.669 -0.315
N 1.669 -1.542 0.334
N 1.610 1.979 -0.074
C 1.834 -0.404 0.127
C -1.457 -0.296 0.706
C -1.676 -1.038 -0.569
H 1.547 2.112 0.932
H 2.240 -2.413 0.370
H -2.525 -1.417 -0.980
H -2.332 0.142 1.271
H -1.899 1.204 -0.483
H -0.341 0.453 -0.962
H -0.819 -1.580 -0.741
H 2.570 2.350 -0.307
H -0.562 -0.607 1.275
```

Output
- Frontier orbital gap: 9.90 eV
- F_max: 6.0 eV/Å
- Total charge: +1